Molecular formula: C2H6N4OS
Method: DFT, wB97M-V/def2-TZVPD

```
14
C2H6N4OS wB97M-V/def2-TZVPD
C -2.0646 0.2413 0.0651
C 0.8891 -0.8785 -0.2300
H -3.9098 -0.6122 1.0233
H -1.6934 -1.6381 0.9551
H -3.2114 1.6731 0.5518
H -0.4394 0.8352 -1.0656
H 1.2407 -1.7960 0.6268
H 2.8422 1.6952 0.7578
N -2.4346 -0.6298 1.0189
N -2.5350 1.4811 -0.1422
N -1.0899 -0.0554 -0.8990
N 1.3577 0.2728 -0.3500
O -0.2974 -1.1295 -0.5783
S 2.9697 0.3263 0.3358
```

Properties
HOMO energy: -8.7 eV
E_LUMO: -0.62 eV
Frontier orbital gap: 0.2967 Eh